# C10H36N6O7

A 7-piece molecular cluster, C10H36N6O7 overall (wB97M-V/def2-TZVPD, the OMol25 dataset).

Kohn-Sham gap = 7.961 eV
ΔE to the lowest compared entry with this formula, charge and spin = 16.1 kcal per mole
HOMO level = -7.69 eV

Structure (ORCA input):
```
! wB97M-V def2-TZVPD RIJCOSX def2/J DEFGRID3
* xyz 0 1
N 0.85088 -4.10325 0.14201
C -2.43184 0.55177 2.10178
C 0.12969 4.53080 2.18271
H 3.36871 0.22819 0.11310
H -0.42187 -0.75547 -0.31704
H -0.95279 -6.38301 -1.17699
O -2.25560 0.61087 -3.40186
H 4.53887 0.52322 -1.13676
H -3.48342 0.73873 4.51472
H 1.01700 -4.72946 0.90003
C -4.15422 0.98815 3.69004
H -0.78578 4.25379 1.64323
O 2.32599 -1.74697 -1.02473
H 0.95428 2.65238 2.75649
H -2.72516 -2.01055 -0.39101
H 0.41800 5.41972 1.61537
H -2.08389 0.38690 -4.32084
O -3.76805 0.25821 2.52516
H -0.58764 -2.06883 -1.98406
H -1.70364 0.15995 2.82098
N 3.74368 -1.12189 -2.74629
N -0.72920 -0.34087 0.57596
O 0.42489 2.28770 0.12007
C 1.54436 2.83032 0.74525
H -5.14772 0.57502 3.86176
H 0.61293 -1.14340 -2.20288
O 0.70012 -3.02297 -4.43483
H -2.42493 -2.09990 1.40568
C 3.23949 -1.06844 -1.45919
H -1.58125 0.12385 -2.90332
H 3.53328 -1.85361 -3.39503
N 3.77885 -0.01439 -0.77017
C 1.21517 3.47140 2.07705
H -0.12603 1.42527 -1.68942
N 2.49774 4.04797 2.49503
O -0.33741 -3.99482 -1.81288
N -0.33478 -5.89454 -0.55282
H 0.23804 -6.41912 0.08028
H 2.31638 2.05792 0.81253
H 1.19320 -3.16639 -0.02105
O -0.33733 -1.13046 -2.03163
C 0.10350 -4.65385 -0.86063
H 2.01886 3.61868 0.13810
H -2.24578 1.62294 1.98736
H 2.58553 4.83236 1.84529
C 0.51353 2.19818 -1.28084
H -2.54543 0.57380 0.01054
H -0.16454 0.50443 0.68156
H 1.52011 1.84077 -1.55644
H 1.62057 -3.14974 -4.19561
H 2.49447 4.59579 3.35072
H -4.22836 2.06493 3.52722
H 4.45348 -0.43395 -2.89915
H 0.50288 3.18534 -1.74982
H -0.24426 4.69261 3.19101
C -2.80841 -1.50794 0.57033
C -2.16608 -0.12665 0.76560
H -3.88566 -1.51035 0.75999
H 0.20655 -3.40117 -3.69168
*
```

---

# C10H39NO12

A 9-piece molecular cluster, C10H39NO12 overall (wB97M-V/def2-TZVPD, the OMol25 dataset).

Kohn-Sham gap = 9.942 eV
ΔE to the lowest compared entry with this formula, charge and spin = 21.6 kcal per mole
HOMO level = -9.62 eV

Structure (ORCA input):
```
! wB97M-V def2-TZVPD RIJCOSX def2/J DEFGRID3
* xyz 0 1
H 3.44757 -4.16344 0.59072
H 1.87322 0.27781 3.07696
C 1.81807 -3.73210 -0.81205
H -1.31771 -0.50216 -0.04860
H 2.52768 -3.02154 -1.23591
H -3.80544 0.51366 -0.34021
H -1.22669 4.81057 1.19808
C -2.66619 3.14286 1.39664
H -2.45400 -3.69241 1.39730
O -1.94979 -2.88620 1.50695
H 1.30389 -5.45064 -1.18394
H -3.28906 2.44563 3.24367
O 1.07829 -1.53684 -4.06500
O -1.57410 -2.13502 -3.13276
C 2.87246 1.71808 -3.03774
H 0.95342 2.77704 2.29845
O 1.72411 -5.30784 1.15156
H 1.64234 -0.19736 -0.98725
C -1.98142 1.89135 0.68756
H 1.99357 -3.36787 1.36374
O 1.32458 -0.41796 1.31077
H -1.24439 -3.02807 -3.03283
H 3.22923 -0.19586 1.92621
O -0.88259 -0.91398 2.98497
H -1.54573 -1.76843 -2.24899
O 1.54596 0.02772 -1.91550
H -4.58340 0.71369 1.25090
O -1.13207 -1.18560 -0.69256
H -0.41659 -0.83042 -1.21998
C 2.46930 1.75151 1.53329
C 2.26031 0.28573 2.05804
C 2.36086 -4.11493 0.66011
C -3.72637 0.29365 0.72443
H 1.62476 2.08341 -1.29079
H 0.97681 -3.03901 -0.80925
H -2.11602 2.04749 -0.38276
H -0.92183 1.92434 0.94111
O 1.29459 2.58883 1.42108
O 2.69095 1.58868 -4.44761
H 1.37066 -0.85208 -3.46345
H 2.81264 1.68378 0.50100
O -2.40690 0.63087 1.09686
C -2.21636 4.49049 0.87220
H -1.52104 -0.27313 2.67205
C 1.66023 1.40365 -2.14212
H -3.66687 3.07280 0.97020
H -1.62962 -2.68200 0.62830
H 3.79747 1.16360 -2.87961
H 3.06858 2.76445 -2.80374
H -3.11115 4.01419 3.02915
N -2.65892 3.12923 2.84907
H 0.47126 -0.16645 1.67157
H 2.61914 2.45114 -4.86307
H 0.78186 1.71819 -2.70571
H -1.10195 -1.71956 2.51683
H 1.48573 -5.19752 2.07492
H -2.31255 4.47883 -0.21349
O 1.69988 -4.74476 -1.70020
H -2.90196 5.29518 1.13778
H -3.74977 -0.79590 0.74557
H 3.20232 2.30989 2.11553
H 0.12874 -1.56916 -3.94858
*
```

---

# C10H40BO23Y

C10H40BO23Y as an isolated structure (wB97M-V/def2-TZVPD, the OMol25 dataset).

Kohn-Sham gap = 6.973 eV
HOMO level = -8.96 eV

Structure (ORCA input):
```
! wB97M-V def2-TZVPD RIJCOSX def2/J DEFGRID3
* xyz 0 1
H 2.41722 4.30694 2.22665
H -2.19020 1.58181 3.33027
H -1.15945 0.69272 -2.59669
O 4.48584 -0.59465 -0.41479
H 0.18449 5.01720 1.28397
H -3.03406 3.50138 2.09405
H -1.57698 -2.20571 1.35082
O 0.08765 4.55907 2.12977
H -0.34749 -0.16851 3.72445
H 4.36858 2.26318 -2.48503
C -0.68134 -2.57039 -2.58373
O -2.88851 -2.91099 -3.21227
H -2.63897 3.49947 -0.89893
O -5.40936 0.31508 -1.63025
H 3.68867 5.15699 2.25445
C -4.51535 -1.69513 -0.56912
H 4.79003 0.22368 -0.84286
O 1.54554 -3.12180 0.21847
O -0.42031 -2.87467 2.83819
H 1.11582 -2.73591 -0.58116
O 0.51332 -2.70373 -2.51438
O -1.96789 3.57670 -1.58504
O -1.04320 0.80996 -3.54606
O 1.82380 -0.34360 0.81378
O 1.67829 0.30284 -3.97133
O -2.14277 0.62144 3.56438
H 1.68746 2.45120 -0.91998
C -2.85559 -3.00549 2.86279
H 2.37649 0.73569 -4.47435
H -0.11032 0.56555 -3.71149
H 1.17391 0.27935 -0.99704
C 1.24100 0.65948 0.03378
H 3.12597 4.59851 -2.48795
H -1.52466 3.63131 2.39152
C -4.61268 -0.58073 -1.61070
H 0.28894 5.22842 2.79896
H -2.76487 0.19048 2.96706
H -0.83462 0.04062 0.31824
O -3.52838 -0.66433 -2.35808
O 4.85575 1.42001 -2.47842
C -1.56624 -3.04919 2.05756
H 1.52567 -4.07794 0.07313
H 3.53327 -0.45484 -0.24742
O -1.39087 -1.69721 -1.89474
B -2.83330 -1.94396 -2.11734
H 3.08847 1.73168 -0.13926
H 2.42744 3.37763 -3.08929
O 3.95307 -2.47826 1.46959
H 2.13082 -0.36657 -3.44019
H -3.12167 -3.94471 3.34714
C -0.23353 0.94658 0.39145
O 0.62005 -0.36974 3.80885
C 2.03420 1.95982 -0.00565
O -2.34568 3.19379 2.69324
H 5.37166 1.43622 -3.29089
H 4.20565 -1.73525 0.85373
H -1.39464 -5.20041 1.82449
Y 1.80515 -2.10223 2.43027
H -3.70732 -2.58217 2.32861
H 1.76731 2.62828 0.81125
H -0.29024 1.37439 1.39385
H -0.60539 1.66060 -0.34796
H -2.70089 -2.26574 3.65976
O -1.35715 -4.03294 -4.40581
H 0.93184 0.17984 4.53813
O 3.28098 3.83170 -3.05049
O -5.22617 -1.86373 0.37644
O -3.52157 -2.50740 -0.92187
H -0.79888 -4.35959 0.38804
H 4.27961 -3.27532 1.03263
O 3.05564 4.71130 2.82809
C -1.67234 -3.27569 -3.53152
H -2.49027 -4.44899 0.64873
C -1.54830 -4.32583 1.18581
H -2.40818 3.27242 -2.39031
*
```